Entry 1:
35
Properties=species:S:1:pos:R:3:forces:R:3 method="wB97M-V/def2-TZVPD" total_charge=0 gap_ha="0.304 / 0.285" mol_weight_g_mol=517.5 e_homo_ev="-8.27 / -8.25" s2=0.75 e_lumo_ev="0.0 / -0.5" spin_multiplicity=2 de_lowest_kj_mol=0.00 fmax_ha_per_bohr=0.0034
Ru 0.213 0.311 -1.006 -0.0519 -0.0823 -0.0461
O -0.006 -1.456 -0.218 -0.0091 0.0430 0.0094
N -1.168 -2.106 -0.491 -0.0112 0.0087 -0.0063
C -1.369 -3.244 0.211 0.0069 0.0076 0.0073
C -2.477 -4.002 -0.005 -0.0106 -0.0082 -0.0061
C -3.402 -3.575 -0.973 0.0055 -0.0007 0.0066
C -3.175 -2.421 -1.666 0.0092 0.0032 0.0037
C -2.022 -1.641 -1.427 -0.0063 -0.0033 -0.0066
S -1.677 -0.192 -2.253 0.0188 0.0347 0.0285
H -0.587 -3.467 0.921 -0.0002 0.0013 0.0003
H -2.624 -4.907 0.565 0.0004 0.0011 0.0014
H -4.292 -4.157 -1.168 0.0002 -0.0005 -0.0007
H -3.866 -2.061 -2.415 -0.0012 -0.0016 -0.0002
C -1.621 1.515 2.456 0.0014 -0.0053 -0.0080
C -0.417 1.535 1.528 -0.0005 0.0029 0.0301
C 0.257 2.900 1.511 0.0009 -0.0039 -0.0210
O -0.882 1.204 0.229 0.0028 -0.0056 -0.0130
H -1.328 1.769 3.476 -0.0007 -0.0008 0.0007
H -2.082 0.527 2.459 -0.0008 0.0004 0.0024
H -2.363 2.239 2.115 0.0006 0.0009 0.0015
H 0.296 0.774 1.869 0.0020 -0.0012 -0.0033
H -0.469 3.664 1.228 0.0025 0.0010 -0.0008
H 1.070 2.926 0.784 0.0006 0.0005 0.0011
H 0.661 3.148 2.494 -0.0073 -0.0016 0.0052
F 1.654 1.507 -4.353 -0.0047 0.0312 0.0135
B 1.861 1.247 -3.044 -0.1621 -0.0490 -0.0474
F 0.856 1.957 -2.208 0.0094 0.0439 -0.0484
F 1.525 -0.145 -2.731 0.1087 0.0513 0.0588
F 3.105 1.546 -2.569 0.0705 -0.0156 0.0139
Cl 5.536 0.560 -0.436 -0.0038 -0.0005 0.0294
C 4.432 0.804 0.914 0.0260 -0.0070 -0.0284
Cl 4.704 -0.408 2.176 -0.0028 -0.0045 0.0067
Cl 4.602 2.433 1.579 -0.0047 0.0089 0.0044
C 3.061 0.653 0.425 0.0035 0.0647 -0.0453
N 1.996 0.566 0.024 0.0082 -0.1135 0.0569

=====

Entry 2:
23
Properties=species:S:1:pos:R:3:forces:R:3 method="wB97M-V/def2-TZVPD" total_charge=0 gap_ha=0.315 mol_weight_g_mol=117.2 e_homo_ev=-7.83 e_lumo_ev=0.8 smiles="CCC/C=C/NC.O" de_lowest_kj_mol=341.49 fmax_ha_per_bohr=0.1460
C -0.032 4.208 0.921 7.3111 -0.4583 -1.6517
C -0.099 2.745 0.940 -1.5389 -1.3377 4.4971
C -1.132 2.208 0.021 -0.1493 -2.4091 -1.1840
C -0.561 0.897 -0.495 -0.8085 -1.0185 0.0963
C -1.134 -0.327 -0.315 1.3025 0.6855 -1.8918
N -0.577 -1.621 -0.666 -1.0026 0.2474 0.3939
C 0.575 -1.803 -1.580 0.9925 -1.3899 -0.4908
H -0.913 4.673 0.964 -3.3764 1.9014 0.3625
H 0.724 4.482 1.725 -1.2182 0.3894 -0.8546
H 0.528 4.439 -0.093 -1.2629 0.2805 1.7357
H -0.317 2.470 2.027 -0.6860 0.1724 -0.8903
H 0.823 2.169 0.997 0.4948 0.4728 -1.3212
H -1.201 2.896 -0.766 0.3165 1.0542 -1.7450
H -2.208 2.107 0.199 0.2247 -0.0689 1.3889
H 0.417 1.115 -0.912 0.2226 -0.8643 -0.0269
H -2.211 -0.266 -0.110 0.5255 -0.7049 0.5250
H -1.323 -2.362 -0.657 1.5795 1.1591 -0.3538
H 0.452 -1.370 -2.601 -0.2776 -0.2504 0.6344
H 0.898 -2.909 -1.708 -1.4554 1.4024 0.1435
H 1.601 -1.482 -1.268 -1.1787 0.7046 0.6308
O 2.205 -5.244 0.947 0.6057 0.4018 -0.8278
H 1.787 -5.708 1.659 -0.5463 -0.1743 0.5434
H 1.635 -4.519 0.668 -0.0745 -0.1949 0.2866

=====

Entry 3:
86
Properties=species:S:1:pos:R:3:forces:R:3 method="wB97M-V/def2-TZVPD" total_charge=-1 gap_ha=0.217 mol_weight_g_mol=1153.5 e_homo_ev=-4.91 e_lumo_ev=1.0 de_lowest_kj_mol=36.26 fmax_ha_per_bohr=0.0392
Sc 1.760 -0.381 0.840 0.1437 0.3443 0.8308
S 7.502 1.111 5.369 0.0392 -0.0140 0.0550
C 6.287 0.913 4.276 -0.1095 0.0408 -0.1539
S 6.382 -0.139 2.909 -0.0329 -0.0131 -0.0179
C 4.796 0.182 2.237 0.2740 -0.0791 -0.0995
C 4.046 1.061 2.915 -0.0954 0.1075 0.2439
S 2.434 1.529 2.451 -0.3349 -0.2412 0.0146
S 4.776 1.746 4.354 -0.0507 -0.0358 -0.0298
S 4.320 -0.605 0.765 -0.0642 -0.4234 -0.1202
I 0.358 3.306 -0.273 -0.7464 0.5469 0.4718
I -1.845 5.171 0.767 -0.4676 0.2315 0.1369
C 1.306 -0.283 -7.155 0.0187 0.0297 0.1256
C 1.528 0.219 -5.750 -0.0324 -0.0317 -0.0987
C 0.877 1.341 -5.270 -0.0780 0.0849 -0.0636
C 1.073 1.833 -3.979 -0.0581 0.0579 0.1671
C 0.377 3.126 -3.630 -0.0073 -0.1036 -0.2174
C 1.922 1.137 -3.104 0.1321 -0.2139 -0.1837
Te 2.299 1.652 -1.017 1.1019 -0.0481 -1.6899
C 2.669 0.048 -3.609 -0.0523 0.1593 -0.0653
C 3.764 -0.632 -2.838 -0.0110 0.0346 -0.1002
C 2.446 -0.394 -4.911 -0.0433 0.0167 0.0956
H 0.383 0.118 -7.576 0.0352 -0.0163 0.0145
H 1.249 -1.374 -7.176 -0.0067 0.0437 -0.0075
H 2.131 0.015 -7.806 -0.0219 -0.0085 -0.0071
H 0.193 1.881 -5.924 0.0975 -0.0669 0.0824
H 0.144 3.678 -4.544 0.0293 -0.0760 0.0461
H 1.002 3.759 -3.006 0.0031 0.0433 -0.0381
H -0.558 2.958 -3.097 0.0251 0.0184 0.0179
H 3.378 -1.245 -2.035 -0.1693 -0.1940 0.4018
H 4.464 0.081 -2.409 0.0719 0.1304 0.1268
H 4.330 -1.300 -3.486 -0.0133 0.0147 -0.0418
H 3.014 -1.247 -5.273 -0.0030 0.0536 0.0265
C -6.907 5.472 2.236 0.0689 -0.0351 -0.0150
C -5.844 4.613 1.557 -0.1484 -0.0873 -0.0113
S -5.824 3.010 2.328 -0.0735 0.2252 0.0874
O -7.117 2.396 2.132 0.1172 -0.0743 -0.0026
O -5.322 3.156 3.678 -0.0040 -0.0595 -0.1466
C -4.600 2.116 1.368 -0.0429 0.1144 0.0517
C -3.871 1.141 2.285 0.1547 0.0574 -0.2151
N -2.698 0.549 1.626 -0.4591 -0.0188 -0.0694
C -1.418 0.898 1.861 0.0537 0.0182 0.0346
N -0.589 0.174 1.102 0.4164 -0.1224 -0.1092
C -1.367 -0.637 0.334 0.0534 -0.2521 -0.0443
C -2.668 -0.423 0.639 -0.1363 0.0227 0.0876
N -3.791 -1.118 0.084 -0.2349 0.0992 -0.0820
O -3.557 -1.929 -0.792 0.0809 0.1134 0.1745
O -4.911 -0.857 0.506 0.3075 0.0098 0.0421
C -1.045 1.952 2.836 -0.1138 -0.0719 0.1113
H -6.929 6.461 1.776 0.0107 -0.0525 0.0222
H -6.686 5.586 3.299 0.0120 0.0130 -0.1049
H -7.892 5.013 2.138 0.0425 0.0432 -0.0182
H -4.833 5.014 1.647 0.0152 0.0445 0.0076
H -6.059 4.430 0.498 0.0035 0.0817 0.1258
H -3.916 2.865 0.947 0.0128 -0.1121 0.0854
H -5.157 1.605 0.583 0.1184 0.0212 -0.0193
H -4.534 0.346 2.594 -0.0854 -0.1884 0.0463
H -3.529 1.661 3.172 0.0951 0.0198 0.0201
H -0.984 -1.356 -0.369 0.0081 0.0074 0.0624
H -1.156 1.592 3.864 -0.0240 -0.0151 -0.0824
H -1.669 2.840 2.697 0.0987 -0.0556 -0.0063
H -0.012 2.241 2.690 0.0830 0.0158 -0.0133
C 3.295 -3.248 2.908 0.1255 -0.2309 0.0670
Si 1.537 -3.128 2.274 -0.0900 -0.0351 0.4444
C 0.698 -4.801 2.427 -0.1743 -0.1148 -0.2073
C 0.650 -1.928 3.428 -0.1235 -0.0889 -0.0235
N 1.383 -2.382 0.713 -0.0953 -0.2595 -0.3567
C 1.379 -3.066 -0.509 0.0343 -0.0317 0.1545
C 0.911 -2.430 -1.671 0.0923 -0.1538 0.0276
C 0.849 -3.086 -2.892 0.0957 -0.0360 -0.0572
C 1.265 -4.405 -3.005 -0.0446 0.0073 0.0094
C 1.759 -5.048 -1.875 -0.0127 0.0982 0.0876
C 1.818 -4.395 -0.652 0.1029 0.0149 0.0683
H 3.362 -4.012 3.697 -0.0233 0.1563 -0.1222
H 3.619 -2.294 3.336 0.0117 -0.0572 -0.0676
H 4.006 -3.506 2.118 -0.0542 0.0141 0.0644
H 0.194 -4.877 3.398 0.0989 0.0194 -0.1155
H 1.415 -5.625 2.354 -0.0931 0.0753 0.0084
H -0.056 -4.941 1.641 0.1017 0.0064 0.1617
H 0.779 -2.242 4.471 0.0330 0.0295 -0.1344
H -0.424 -1.898 3.210 0.0973 0.0128 0.0273
H 1.035 -0.903 3.373 0.0018 0.0810 0.0788
H 0.592 -1.397 -1.626 -0.0537 0.2029 -0.0417
H 0.479 -2.552 -3.760 0.0111 -0.0020 0.0397
H 1.203 -4.926 -3.955 0.0277 0.0612 0.0861
H 2.107 -6.073 -1.943 -0.0137 0.0318 0.0071
H 2.229 -4.910 0.213 -0.0592 0.0445 -0.1483

=====

Number 1: E -2945.7887 a.u.. Number 2: E -367.5012 a.u.. Number 3: E -5950.8477 a.u..